[1]
A molecular structure, C11H23F6LiN2O7S2 in a non-equilibrium geometry, computed with ωB97M-V/def2-TZVPD.

## Properties
- E_LUMO (eV) = -1.134
- maximum force (eV/Å) = 5.07
- total energy (Ha) = -2472.08003
- energy relative to the best compared isomer or geometry (same formula, charge and spin) (kJ/mol) = 506.28
- orbital gap (eV) = 7.659

Positions of all 52 atoms, in Å:
Li -0.7129 0.2096 -0.0366
C 2.6482 1.7184 3.0080
F 2.1035 1.5234 4.2022
F 3.9133 2.1139 3.2357
F 2.6391 0.5847 2.2736
S 1.6841 3.1587 2.1433
O 2.0542 4.2738 2.9835
O 2.1158 3.2276 0.7677
N 0.0453 2.5167 2.1512
S -0.6088 3.5437 3.1129
O -0.0574 3.4148 4.4590
O -0.6861 4.9182 2.5792
C -2.4793 2.9972 3.2857
F -3.1344 3.9366 4.0547
F -3.0715 2.9122 2.0651
F -2.4742 1.8051 3.8562
C -2.7741 -3.4053 3.2419
C -1.3101 -2.9929 3.1226
C -0.2419 -3.8614 3.9363
O -0.8933 -2.9537 1.8084
H -2.9882 -4.3702 2.7822
H -3.4166 -2.6511 2.7876
H -3.0682 -3.4036 4.2915
H -1.2345 -1.9681 3.4863
H 0.7534 -3.4346 3.8125
H -0.2221 -4.8489 3.4752
H -0.5549 -4.0820 4.9568
H -0.8494 -3.8283 1.4150
C -3.1920 -0.2670 -2.2199
O -1.9160 0.3667 -2.3159
C -1.5214 0.6227 -3.6200
C -0.1572 1.2617 -3.6785
N 0.8615 0.3645 -3.0811
C 1.2839 -0.6716 -3.9537
C 2.4852 -1.4961 -3.4339
O 3.5586 -0.6632 -2.9507
C 4.3086 0.0539 -4.0218
H -3.6694 -0.1770 -1.2441
H -3.2434 -1.3195 -2.4987
H -3.8959 0.1651 -2.9312
H -2.2212 1.3612 -4.0113
H -1.7182 -0.2099 -4.2954
H -0.3386 2.1788 -3.1180
H 0.1038 1.5831 -4.6868
H 1.6291 0.8901 -2.6877
H 1.4625 -0.2063 -4.9230
H 0.4803 -1.4037 -4.0337
H 2.8789 -2.2120 -4.1555
H 2.1893 -2.0799 -2.5622
H 4.5430 -0.6507 -4.8198
H 5.2007 0.5578 -3.6500
H 3.7090 0.8970 -4.3651

***

[2]
A molecular structure, C41H43BrEuN7OSSeSi in a non-equilibrium geometry, computed with ωB97M-V/def2-TZVPD.

## Properties
- E_LUMO (spin up / spin down) (eV) = -2.057 / 0.085
- maximum force (eV/Å) = 3.02
- total energy (Ha) = -8420.07938
- multiplicity = 7
- energy relative to the best compared isomer or geometry (same formula, charge and spin) (kJ/mol) = 0.00
- orbital gap (spin up / spin down) (eV) = 5.255 / 7.414

Positions of all 97 atoms, in Å:
Eu 0.0861 -0.0425 -0.3640
N 1.6835 1.9798 -0.5224
C 2.9520 1.6877 -1.0977
C 4.1086 1.8552 -0.3573
C 5.3497 1.5333 -0.9110
C 5.4867 1.3170 -2.2724
C 4.3488 1.2598 -3.0579
C 3.0719 1.4466 -2.5080
C 1.8656 1.3879 -3.3940
C 2.0201 1.8834 -4.6984
C 0.9556 1.9407 -5.5778
C -0.2473 1.4642 -5.1615
C -0.3838 0.9850 -3.8932
C 0.6343 0.8659 -2.9674
H 1.7408 2.5664 0.2996
H 1.0588 2.4703 -1.1834
H 4.0429 2.3134 0.6477
H 6.2549 1.4855 -0.3085
H 6.4232 1.2079 -2.7365
H 4.4575 1.1423 -4.1446
H 3.0053 2.1670 -4.9701
H 1.0466 2.2036 -6.6243
H -1.1095 1.5242 -5.8417
H -1.3772 0.6317 -3.5736
C -0.5851 -0.6003 4.4943
C -1.4036 -1.6941 3.9633
N -2.3456 -2.3529 4.6224
N -2.5744 -3.4475 3.8707
C -1.8007 -3.5460 2.7741
S -1.7719 -4.7469 1.6443
N -1.1624 -2.3357 2.7329
N -0.3516 -1.9383 1.6161
H -0.0336 -0.9044 5.3287
H -1.2338 0.2734 4.6921
H 0.0406 -0.1926 3.7343
H -3.2376 -4.1860 4.2024
H -0.4438 -2.7602 1.0257
H 0.6470 -1.9448 1.9672
C 0.1025 2.6956 2.7304
Si -1.5431 3.0679 1.5633
C -3.0299 2.7623 2.7083
C -1.4745 4.9292 1.1485
N -1.5720 1.8510 0.2689
C -2.6917 1.8610 -0.5344
C -3.4612 3.0271 -0.8380
C -4.5007 3.0077 -1.7294
C -4.8262 1.8931 -2.4112
C -4.1799 0.6703 -2.1651
C -3.0677 0.6850 -1.2891
O -2.3053 -0.4431 -1.1702
C -3.0841 -1.7226 -1.0263
C -3.7894 -1.8881 0.1260
C -4.6281 -3.0077 0.2239
C -4.6991 -3.9466 -0.7809
C -3.8805 -3.8320 -1.9152
C -2.9782 -2.7040 -1.9939
H 0.7558 3.5498 2.8681
H 0.6900 1.9046 2.3006
H -0.1758 2.3428 3.7225
H -3.7938 2.2210 2.0814
H -3.4602 3.6858 3.0826
H -2.6206 2.0943 3.4719
H -2.3893 5.5039 1.4712
H -1.3179 5.0887 0.0542
H -0.5744 5.4349 1.5505
H -3.1064 4.0198 -0.5247
H -5.1702 3.9271 -1.8529
H -5.6236 2.0281 -3.1388
H -4.4250 -0.2000 -2.8296
H -3.7931 -1.0420 0.8479
H -5.0739 -3.0759 1.2119
H -5.4736 -4.7344 -0.7248
H -3.9454 -4.6226 -2.6789
H -2.3090 -2.6738 -2.8641
Br 3.5645 -5.8386 -3.4033
C 2.3818 -4.4916 -2.7558
C 1.2766 -4.7761 -1.8948
C 0.4463 -3.7192 -1.5692
N 0.7247 -2.4474 -1.8203
C 1.7961 -2.1438 -2.5881
C 2.6548 -3.1399 -3.0128
H 1.0498 -5.8087 -1.6886
H -0.4779 -3.8229 -1.0566
H 1.9859 -1.0760 -2.8600
H 3.5008 -2.8158 -3.6163
Se 2.7796 -1.5478 1.0121
C 3.3048 -0.6491 2.6273
C 2.9625 -1.0144 3.9361
C 3.5164 -0.3183 5.0075
C 4.5172 0.6615 4.8351
C 4.9956 0.9052 3.5289
C 4.4608 0.1622 2.4402
H 2.2345 -1.8594 4.1178
H 3.1577 -0.6101 5.9578
H 4.8143 1.2417 5.6981
H 5.7917 1.6153 3.2680
H 4.7588 0.2349 1.4227

***

[3]
A molecular structure, C30H32BaN11O8PS5 in a non-equilibrium geometry, computed with ωB97M-V/def2-TZVPD.

## Properties
- E_LUMO (eV) = 3.856
- net charge = -2
- maximum force (eV/Å) = 2.76
- total energy (Ha) = -4724.65262
- energy relative to the best compared isomer or geometry (same formula, charge and spin) (kJ/mol) = 395.70
- orbital gap (eV) = 5.553

Positions of all 88 atoms, in Å:
Ba 0.6755 0.1745 1.0354
C -3.8741 0.2656 -4.4763
N -2.7062 1.0329 -4.1116
C -1.6937 1.4076 -4.9546
C -0.7724 2.0475 -4.1732
N -1.1862 2.0637 -2.8763
C -2.3325 1.4269 -2.8521
P -3.4053 1.1522 -1.4065
C -2.4458 2.0045 -0.1130
N -1.1344 2.0065 0.0629
C -0.8728 2.9697 0.9852
C -2.0424 3.5566 1.3805
N -3.0358 2.9516 0.6789
C -4.4425 3.0941 0.9784
C -3.1654 -0.6336 -1.1698
N -2.5729 -1.4555 -2.0207
C -2.8542 -2.7128 -1.5647
C -3.6091 -2.6486 -0.4287
N -3.8260 -1.3228 -0.2018
C -4.5204 -0.7434 0.9279
H -4.0786 0.4138 -5.5360
H -4.7354 0.6120 -3.9031
H -3.7165 -0.7924 -4.2716
H -1.7206 1.1751 -6.0059
H 0.1689 2.4865 -4.4613
H 0.1364 3.1931 1.2854
H -2.2511 4.3063 2.1247
H -4.6773 4.1476 1.1279
H -4.6809 2.5333 1.8833
H -5.0308 2.7144 0.1465
H -2.4911 -3.5931 -2.0687
H -3.9487 -3.4052 0.2568
H -4.8909 -1.5489 1.5582
H -5.3671 -0.1470 0.5791
H -3.8377 -0.1343 1.5211
O -1.5726 1.6734 4.9756
S -1.5135 0.7705 3.8425
O -2.6765 0.8566 2.9757
O -0.2434 0.8147 3.1374
C -1.5363 -0.9005 4.5297
C -1.8960 -0.9714 5.8720
C -1.9635 -2.1809 6.5424
C -1.6635 -3.3514 5.8604
C -1.3134 -3.2885 4.5224
C -1.2458 -2.0761 3.8379
S -0.7651 -2.2760 2.0996
O 0.6873 -2.1425 2.0615
O -1.4024 -1.2102 1.3503
O -1.2473 -3.5973 1.7512
H -2.1046 -0.0407 6.3815
H -2.2425 -2.2038 7.5888
H -1.7004 -4.3110 6.3613
H -1.0937 -4.1938 3.9745
O 2.8576 3.5090 -1.0960
C 2.9439 2.7086 -0.1592
O 2.1549 1.7336 0.0687
C 4.1054 2.8575 0.8179
C 4.7094 4.1167 0.8362
C 5.7631 4.4268 1.6752
C 6.2474 3.4299 2.5186
C 5.6723 2.1748 2.5010
C 4.5834 1.8377 1.6674
S 4.0164 0.1732 1.8172
H 4.3106 4.8497 0.1458
H 6.1998 5.4194 1.6721
H 7.0774 3.6289 3.1893
H 6.0533 1.3958 3.1497
N 0.4020 -3.2401 -2.9664
N 1.5549 -3.2933 -2.1208
C 2.4495 -2.2241 -2.3933
N 3.2607 -3.6690 -4.2118
S 1.7029 -0.5253 -2.2612
H -0.1395 -2.3915 -2.7844
H -0.1779 -4.0203 -2.6843
H 1.3183 -3.2717 -1.1316
H 3.7456 -4.1928 -3.4801
H 2.3454 -4.0969 -4.3092
S 4.2010 -3.5432 -0.6519
C 3.6024 -2.1859 -1.3656
N 4.0646 -0.9430 -1.2360
C 3.4648 -0.0069 -2.1736
C 4.0812 -0.2265 -3.5303
C 3.8757 -1.3768 -4.1805
N 3.0303 -2.3696 -3.7320
H 4.3608 -0.5980 -0.2835
H 3.5387 1.0138 -1.8219
H 4.7069 0.5413 -3.9621
H 4.3483 -1.6115 -5.1245